{"formula": "C3H6N2O2", "method": "the ωB97M-V functional and the def2-TZVPD basis", "spin_multiplicity": 1, "relative_energy_ev": 0.000, "homo_energy_ev": -10.270, "smiles": "CC(=O)NC(N)=O", "homo_lumo_gap_ev": 10.861, "symbols": ["C", "C", "O", "N", "C", "N", "O", "H", "H", "H", "H", "H", "H"], "coordinates": [[-1.516, 1.239, 0.001], [-1.364, -0.248, -0.002], [-2.279, -1.034, -0.004], [-0.068, -0.746, -0.001], [1.148, -0.069, -0.002], [2.215, -0.912, -0.002], [1.265, 1.130, -0.004], [-1.027, 1.664, -0.873], [-2.573, 1.488, 0.000], [-1.028, 1.661, 0.876], [-0.039, -1.759, -0.002], [2.135, -1.912, 0.009], [3.132, -0.502, 0.003]], "lowdin_charge": [0.00, -0.50, 0.08, 0.15, -0.59, 0.16, 0.07, 0.09, 0.09, 0.09, 0.15, 0.10, 0.11]}


{"formula": "C2H6N2", "method": "the ωB97M-V functional and the def2-TZVPD basis", "spin_multiplicity": 1, "relative_energy_ev": 4.402, "homo_energy_ev": -8.855, "homo_lumo_gap_ev": 9.616, "symbols": ["C", "N", "C", "N", "H", "H", "H", "H", "H", "H"], "coordinates": [[0.877, -1.005, 0.217], [-0.435, -0.829, -0.405], [-0.980, 0.266, -0.099], [-0.553, 1.650, -0.030], [0.866, -0.779, 1.291], [1.700, -0.412, -0.213], [1.187, -2.043, 0.122], [-1.985, 0.201, 0.331], [-1.111, 1.155, -0.953], [0.433, 1.796, -0.263]], "lowdin_charge": [-0.15, -0.03, -0.44, 0.09, 0.08, 0.06, 0.06, 0.13, 0.13, 0.06]}


{"formula": "CH11N3O3", "method": "the ωB97M-V functional and the def2-TZVPD basis", "spin_multiplicity": 1, "relative_energy_ev": 0.728, "homo_energy_ev": -9.160, "smiles": "N=C(N)N.O.O.O", "homo_lumo_gap_ev": 9.694, "symbols": ["N", "C", "N", "N", "H", "H", "H", "H", "H", "O", "H", "H", "O", "H", "H", "O", "H", "H"], "coordinates": [[-0.610, 0.426, -0.939], [-0.120, -0.426, -0.117], [-0.362, -0.442, 1.259], [0.678, -1.421, -0.548], [-1.474, 0.870, -0.678], [-0.876, 0.348, 1.598], [0.481, -0.648, 1.773], [0.827, -1.520, -1.544], [0.916, -2.222, 0.002], [2.384, 1.201, 1.434], [1.800, 1.265, 0.660], [3.103, 1.797, 1.205], [-4.147, -1.243, 0.043], [-3.485, -0.968, 0.689], [-4.665, -0.432, -0.049], [2.069, 1.457, -1.512], [1.112, 1.410, -1.664], [2.368, 0.549, -1.612]], "lowdin_charge": [0.08, -0.65, 0.12, 0.14, 0.04, 0.09, 0.08, 0.11, 0.10, -0.08, -0.01, 0.04, -0.06, 0.02, 0.04, -0.08, 0.00, 0.03]}


{"formula": "C19H22LiO11S", "method": "the ωB97M-V functional and the def2-TZVPD basis", "spin_multiplicity": 1, "total_charge": -1, "homo_energy_ev": -3.405, "homo_lumo_gap_ev": 5.249, "symbols": ["Li", "S", "O", "O", "O", "O", "C", "O", "H", "H", "H", "H", "C", "C", "C", "C", "C", "C", "O", "O", "H", "H", "H", "H", "H", "H", "C", "C", "C", "C", "C", "C", "O", "O", "H", "H", "H", "H", "H", "H", "C", "C", "C", "C", "C", "C", "O", "O", "H", "H", "H", "H", "H", "H"], "coordinates": [[-49.437, -26.548, 43.631], [-49.914, -26.894, 40.459], [-50.971, -27.497, 39.805], [-49.904, -27.274, 41.870], [-48.620, -27.325, 39.823], [-50.067, -25.418, 40.354], [-47.413, -24.235, 43.177], [-48.777, -24.687, 42.820], [-46.524, -24.606, 42.456], [-47.189, -24.800, 43.982], [-47.152, -23.225, 43.421], [-49.149, -24.142, 42.077], [-51.849, -26.695, 48.231], [-50.807, -26.686, 47.256], [-50.951, -25.683, 46.269], [-52.035, -24.812, 46.182], [-53.116, -24.848, 47.089], [-52.945, -25.823, 48.153], [-54.003, -25.925, 49.104], [-49.868, -25.361, 45.451], [-51.499, -27.502, 49.031], [-50.113, -27.371, 47.208], [-52.203, -24.070, 45.309], [-54.035, -24.190, 47.049], [-53.860, -26.206, 50.033], [-49.674, -24.447, 45.173], [-45.593, -27.780, 45.251], [-45.166, -28.444, 46.428], [-46.011, -29.048, 47.357], [-47.354, -28.989, 47.063], [-47.920, -28.356, 45.997], [-46.989, -27.814, 45.021], [-47.628, -27.417, 43.789], [-45.530, -29.637, 48.464], [-44.775, -27.363, 44.437], [-44.188, -28.408, 46.362], [-48.117, -29.554, 47.660], [-49.158, -28.150, 45.886], [-47.251, -27.894, 43.109], [-44.657, -29.690, 48.503], [-51.928, -30.862, 44.195], [-52.923, -30.740, 45.144], [-53.511, -29.557, 45.446], [-52.984, -28.261, 44.907], [-51.862, -28.466, 44.017], [-51.294, -29.696, 43.588], [-50.399, -29.704, 42.629], [-54.554, -29.323, 46.300], [-51.456, -31.695, 43.838], [-53.150, -31.554, 45.485], [-53.428, -27.320, 45.018], [-51.719, -27.543, 43.505], [-50.164, -28.841, 42.223], [-54.646, -28.502, 46.857]], "lowdin_charge": [0.65, 0.15, -0.34, -0.49, -0.45, -0.43, -0.12, -0.19, 0.14, 0.00, 0.06, 0.10, -0.01, 0.00, -0.29, -0.04, 0.00, -0.28, -0.03, -0.04, 0.16, 0.02, 0.15, 0.13, 0.11, 0.12, 0.00, -0.03, -0.32, -0.05, 0.00, -0.23, -0.04, 0.11, 0.18, 0.05, 0.14, 0.17, 0.08, 0.03, 0.02, -0.04, -0.29, 0.03, -0.02, -0.31, 0.07, -0.02, 0.08, 0.02, 0.08, 0.08, 0.04, 0.12]}


Ordered M results: 102.1; 58.1; 113.1; 465.4; unit g mol⁻¹.